The following is a DFT calculation (the ωB97M-V functional and the def2-TZVPD basis) of C32H28BrN3O3SSiYb as an isolated structure.

Values from the calculation:
Highest occupied orbital energy in eV: -4.98
Total energy in eV: -164543.9236
Charge: -1
2S+1: 2

```
70
Properties=species:S:1:pos:R:3:forces:R:3:lowdin_spin:R:1
Yb -0.4389 1.1192 -0.2513 -0.1 -0.9 1.0 1.006
O 3.6213 1.4388 -4.0353 -0.1 0.1 -0.1 0.000
C 4.1781 1.9003 -2.9050 0.0 0.1 0.0 0.000
C 5.5642 2.0653 -2.8943 0.0 0.0 0.1 0.000
C 6.2009 2.5677 -1.7757 0.0 0.0 0.0 0.000
C 5.4724 2.9147 -0.6399 0.0 0.0 -0.1 0.000
C 4.1001 2.7383 -0.6453 0.1 0.0 0.1 0.000
C 3.4326 2.2312 -1.7584 0.0 0.1 0.1 0.000
C 1.9640 2.0335 -1.6706 0.2 0.1 0.1 0.000
O 1.3697 2.2350 -0.5501 0.7 0.3 -0.6 -0.001
N 1.3611 1.6531 -2.7755 -0.2 0.0 -0.1 0.000
N 0.0158 1.4082 -2.5375 0.3 0.1 -0.2 -0.001
C -0.7265 1.2261 -3.5571 -0.3 -0.1 -0.1 0.000
C -2.1489 0.9100 -3.4780 0.4 0.0 -0.2 0.000
C -2.7861 0.5291 -4.6633 0.0 0.0 -0.1 0.000
C -4.1132 0.1560 -4.6937 0.0 0.0 0.1 0.000
C -4.8287 0.1675 -3.4916 0.0 0.0 0.0 0.000
C -4.2301 0.5480 -2.3090 -0.1 0.1 -0.1 0.000
C -2.8774 0.9451 -2.2628 0.1 0.2 0.3 0.000
O -2.3387 1.3236 -1.1374 -0.7 -0.2 -0.5 -0.001
H 2.6385 1.4543 -3.8890 0.0 -0.2 0.1 0.000
H 6.1158 1.7953 -3.7858 0.0 0.0 0.0 0.000
H 7.2781 2.6901 -1.7885 0.0 0.0 0.0 0.000
H 5.9705 3.3061 0.2370 0.0 0.0 0.0 0.000
H 3.5022 2.9735 0.2254 0.0 0.0 0.0 0.000
H -0.2683 1.2779 -4.5465 0.0 0.0 0.0 0.000
H -2.1995 0.5188 -5.5764 0.0 0.0 0.0 0.000
H -4.5844 -0.1402 -5.6209 0.0 0.0 0.0 0.000
H -5.8722 -0.1269 -3.4852 0.0 0.0 0.0 0.000
H -4.7809 0.5667 -1.3761 0.0 0.0 0.0 0.000
Br -1.0906 4.0248 0.3647 0.1 0.1 -0.2 -0.001
C -1.7177 3.8063 2.1366 0.0 -0.1 0.1 0.000
C -2.1890 4.9277 2.7484 -0.1 0.0 0.3 0.000
C -2.6640 4.8344 4.0778 0.0 0.1 -0.1 0.000
C -2.6445 3.6321 4.7175 0.0 -0.1 0.0 0.000
C -2.1537 2.4652 4.0748 0.0 0.0 0.1 0.000
C -2.1470 1.2218 4.7574 0.0 0.1 0.0 0.000
C -1.6691 0.1110 4.1318 0.1 0.0 -0.1 0.000
C -1.1759 0.1959 2.8046 0.0 -0.2 0.2 0.000
C -1.1490 1.3576 2.0660 -0.1 0.3 0.0 -0.002
C -1.6612 2.5160 2.7389 -0.1 0.1 0.1 0.000
H -2.1995 5.8733 2.2236 0.0 0.0 0.0 0.000
H -3.0389 5.7216 4.5742 0.0 0.0 0.0 0.000
H -3.0075 3.5462 5.7364 0.0 0.0 0.0 0.000
H -2.5234 1.1789 5.7743 0.0 0.0 0.0 0.000
H -1.6614 -0.8424 4.6501 0.0 0.0 0.0 0.000
H -0.7857 -0.7219 2.3689 0.0 0.0 0.0 0.000
C 1.9853 -5.5856 0.0629 0.1 -0.2 -0.2 0.000
Si 1.4354 -4.2594 1.2520 -0.1 0.1 -0.1 0.000
C 0.6296 -5.0868 2.7193 -0.1 -0.1 0.2 0.000
C 2.9337 -3.3728 1.8671 0.2 0.2 0.1 0.000
C 0.0961 -3.2646 0.3949 0.0 0.0 0.0 0.000
C -1.0587 -3.9688 0.0872 -0.1 0.0 0.0 0.000
C -2.1508 -3.3599 -0.5271 0.0 0.0 0.0 0.000
C -2.0455 -2.0160 -0.8041 0.1 0.1 0.0 0.000
N -0.9417 -1.3116 -0.5452 -0.1 0.3 0.1 -0.001
C 0.1327 -1.8945 0.0332 0.1 0.0 0.0 0.000
S 1.4731 -0.8193 0.2987 -0.2 -0.2 -0.1 -0.001
H 2.7112 -6.2568 0.5336 0.0 0.0 0.0 0.000
H 2.4602 -5.1300 -0.8106 0.0 -0.1 0.0 0.000
H 1.1415 -6.1860 -0.2882 0.0 0.0 0.0 0.000
H 1.3361 -5.7548 3.2225 0.0 0.0 0.0 0.000
H -0.2488 -5.6726 2.4373 0.0 0.0 0.0 0.000
H 0.3078 -4.3285 3.4396 0.0 -0.1 0.0 0.000
H 3.5535 -4.1160 2.3800 0.1 0.1 0.0 0.000
H 2.6726 -2.5759 2.5665 0.1 0.0 0.0 0.000
H 3.5046 -2.9201 1.0552 0.0 0.0 0.1 0.000
H -1.1236 -5.0251 0.3372 0.0 0.0 0.0 0.000
H -3.0543 -3.9031 -0.7655 0.0 0.0 0.0 0.000
H -2.8634 -1.4667 -1.2551 0.0 0.0 0.0 0.000
```
Forces are in eV/Å.